Record 1
Molecular formula: C24H63Br2N5O9V
Method: DFT, ωB97M-V with the def2-TZVPD basis set

Element x y z (Å)
1 O -1.60822 2.18827 -1.52825
2 V -0.82462 0.82265 -1.59830
3 O -0.47028 0.33183 -0.10835
4 O -0.38250 -0.75726 -3.14351
5 C 0.94588 -0.54580 -3.52727
6 C 1.49111 0.88246 -3.43793
7 O 1.10456 1.64785 -2.31281
8 H 1.13271 -0.89344 -4.55998
9 H 1.56875 -1.26862 -2.96409
10 H 1.19065 1.41918 -4.34966
11 H 2.58868 0.84133 -3.45090
12 Br -0.78879 2.09992 -6.51042
13 C -1.79633 3.01524 -5.08387
14 C -1.05344 4.27216 -4.65846
15 Br -2.15856 5.26107 -3.36768
16 H -1.94779 2.33270 -4.26054
17 H -2.73695 3.23987 -5.57756
18 H -0.84051 4.93327 -5.49326
19 H -0.09597 4.00474 -4.21514
20 C -1.69068 -3.97588 0.79595
21 C -0.84726 -3.07225 -0.11529
22 C 0.63883 -3.40628 -0.24888
23 O 1.40802 -3.34555 0.95303
24 C 2.74655 -3.75197 0.67570
25 N -1.52588 -3.13956 -1.40887
26 H -1.97372 -4.98653 0.50974
27 H -2.59182 -3.44354 1.10142
28 H -1.05160 -3.99198 1.69065
29 H -0.94821 -2.06036 0.28819
30 H 1.06177 -2.83018 -1.07891
31 H 0.69882 -4.45122 -0.59705
32 H 3.06088 -3.48827 -0.33561
33 H 2.77360 -4.84273 0.78470
34 H 3.35084 -3.25270 1.43195
35 H -1.11996 -2.47470 -2.07113
36 H -1.37394 -4.06907 -1.78728
37 C -4.66669 1.25496 -1.17967
38 C -3.82443 0.16707 -0.57390
39 C -4.60483 -1.04939 -0.09301
40 O -5.23209 -0.77848 1.14919
41 C -6.06263 -1.80049 1.60419
42 N -2.81440 -0.29207 -1.54215
43 H -5.35485 1.71317 -0.46972
44 H -5.32187 0.82683 -1.94974
45 H -4.06307 2.01641 -1.67241
46 H -3.18708 0.53754 0.23429
47 H -3.86484 -1.85354 0.00631
48 H -5.28535 -1.46442 -0.84740
49 H -6.36627 -1.62713 2.63958
50 H -5.69631 -2.83165 1.56429
51 H -7.02029 -1.75970 1.06389
52 H -2.50713 -1.24794 -1.36436
53 H -3.16291 -0.31630 -2.49898
54 C 0.65029 -0.39449 3.36583
55 C -0.11545 -1.52554 4.03743
56 C -1.59273 -1.43396 3.70715
57 O -2.27646 -2.43187 4.43761
58 C -3.63652 -2.48545 4.04246
59 N 0.47755 -2.83902 3.68780
60 H 0.46957 0.54826 3.89959
61 H 0.35260 -0.17308 2.33737
62 H 1.73334 -0.47631 3.46826
63 H -0.09284 -1.31182 5.11431
64 H -1.66993 -1.61452 2.62342
65 H -1.99777 -0.43472 3.91053
66 H -4.13636 -1.66460 4.57181
67 H -4.11196 -3.38405 4.43992
68 H -3.87274 -2.43264 2.97911
69 H 0.67622 -2.71846 2.68436
70 H -0.33993 -3.44088 3.54757
71 C 6.77316 -0.19204 -2.56437
72 C 5.46020 0.41556 -2.07795
73 C 5.11421 -0.00978 -0.66563
74 O 3.95002 0.59502 -0.18394
75 C 3.07843 -0.34332 0.43432
76 N 5.46919 1.90173 -2.21922
77 H 7.36498 -0.47702 -1.68783
78 H 7.34886 0.45865 -3.21963
79 H 6.66731 -1.12441 -3.12940
80 H 4.56760 0.16667 -2.66200
81 H 5.94911 0.20623 0.02381
82 H 5.05687 -1.10716 -0.69243
83 H 3.54530 -0.66117 1.37335
84 H 2.88346 -1.25466 -0.13414
85 H 2.10629 0.12758 0.55626
86 H 5.93653 2.08347 -3.10073
87 H 6.09410 2.26841 -1.50137
88 C 0.91086 2.94961 3.90624
89 C 1.08692 2.82014 2.38127
90 C 0.52563 4.02259 1.66174
91 O 0.49656 3.74163 0.28255
92 C -0.37704 4.60506 -0.42148
93 N 2.53283 2.64053 2.10680
94 H 1.43005 2.12055 4.38603
95 H -0.13673 3.03324 4.21011
96 H 1.39043 3.85788 4.29093
97 H 0.51616 1.94483 2.06144
98 H 1.16006 4.90598 1.82881
99 H -0.48636 4.19569 2.05105
100 H -0.05036 5.65237 -0.36931
101 H -1.39076 4.39342 -0.06856
102 H -0.24176 4.29955 -1.45816
103 H 2.92825 3.40591 2.65718
104 H 2.92319 1.83089 2.57896

The relative energy (zero: lowest compared OMol25 entry of this formula, charge and spin) is 0.000 eV. As for the total energy: -7995.1660 Ha. The total charge is -1. The orbital gap is 7.15 eV. For the HOMO energy, the calculation gives -4.679 eV.

Record 2
Molecular formula: C24H64ClFNO13PS
Method: DFT, ωB97M-V with the def2-TZVPD basis set

Element x y z (Å)
1 O 3.82076 2.61174 -1.55641
2 P 4.27530 1.09864 -1.47274
3 O 5.86921 0.91667 -2.18752
4 O 4.50046 0.76441 0.25793
5 C 2.98584 -0.17082 -2.08267
6 Cl 3.92838 -1.78720 -2.35011
7 O 2.36187 0.14034 -3.37775
8 C 1.26587 1.11370 -3.25391
9 C -0.06167 0.57224 -2.45869
10 N -1.32573 1.26260 -3.00703
11 S -2.71200 0.88464 -1.95408
12 O -4.00954 0.69909 -2.80238
13 O -2.47542 -0.40379 -1.10895
14 F -3.03662 2.20504 -0.85403
15 H 6.07019 1.67567 -2.82748
16 H 3.57357 0.87848 0.67110
17 H 2.23905 -0.39039 -1.20896
18 H 0.91025 1.35123 -4.36852
19 H 1.56562 2.14485 -2.78751
20 H 0.06439 0.91515 -1.32451
21 H -0.18793 -0.59121 -2.43682
22 H -1.15600 2.29693 -2.82748
23 C -2.10555 -1.79389 2.57002
24 C -0.83912 -2.12582 1.79692
25 C -0.11598 -3.31772 2.40345
26 O 0.02784 -0.99451 1.80259
27 H -1.87345 -1.53084 3.60812
28 H -2.60894 -0.92655 2.12962
29 H -2.80049 -2.63929 2.57085
30 H -1.09088 -2.34047 0.75266
31 H 0.18677 -3.10864 3.43571
32 H 0.79987 -3.53737 1.84431
33 H -0.75121 -4.20884 2.39933
34 H 0.25670 -0.79656 2.72596
35 C 5.29992 6.69294 -1.89787
36 C 4.32176 6.57651 -3.05605
37 C 2.88469 6.51507 -2.56363
38 O 4.61496 5.40005 -3.80537
39 H 5.22753 5.82357 -1.23479
40 H 6.33082 6.72372 -2.26657
41 H 5.11063 7.59687 -1.31072
42 H 4.44409 7.43239 -3.72869
43 H 2.72663 5.63927 -1.92417
44 H 2.19271 6.41892 -3.40719
45 H 2.62293 7.41363 -1.99643
46 H 4.50890 4.63479 -3.21603
47 C -7.20795 2.55771 -3.41193
48 C -6.55290 3.77636 -4.04243
49 C -6.61273 3.71455 -5.56033
50 O -5.19173 3.84937 -3.62601
51 H -6.69555 1.63727 -3.71348
52 H -7.14649 2.60983 -2.31962
53 H -8.26089 2.48198 -3.70043
54 H -7.05226 4.68584 -3.69112
55 H -6.07910 2.83509 -5.93809
56 H -6.12666 4.59181 -6.00059
57 H -7.64779 3.67349 -5.91332
58 H -4.74038 3.04573 -3.93364
59 C -1.85930 -6.24536 -0.07018
60 C -1.20425 -5.02672 -0.70068
61 C -1.26408 -5.08852 -2.21858
62 O 0.15692 -4.95371 -0.28425
63 H -1.34689 -7.16581 -0.37172
64 H -1.79784 -6.19325 1.02214
65 H -2.91223 -6.32110 -0.35868
66 H -1.70361 -4.11723 -0.34936
67 H -0.73045 -5.96799 -2.59634
68 H -0.77801 -4.21126 -2.65883
69 H -2.29914 -5.12958 -2.57157
70 H 0.60827 -5.75734 -0.59189
71 C 2.99463 -5.43300 7.06382
72 C 2.12269 -4.87357 5.95095
73 C 1.47134 -5.98604 5.14498
74 O 2.91962 -4.06821 5.08618
75 H 3.80529 -6.04688 6.65555
76 H 3.46665 -4.62125 7.62765
77 H 2.40745 -6.04484 7.75556
78 H 1.34859 -4.22759 6.37923
79 H 2.22806 -6.61954 4.66857
80 H 0.85679 -5.56886 4.34002
81 H 0.83847 -6.61450 5.77914
82 H 3.60982 -4.63358 4.70125
83 C -5.71876 -2.78199 -0.02481
84 C -6.14730 -1.64176 0.88511
85 C -6.83374 -0.53493 0.10079
86 O -5.00267 -1.11086 1.54804
87 H -5.00280 -2.43446 -0.77803
88 H -5.21524 -3.56560 0.55143
89 H -6.57932 -3.22239 -0.53777
90 H -6.82594 -2.02156 1.65656
91 H -6.15722 -0.10764 -0.64798
92 H -7.12554 0.28438 0.76657
93 H -7.72774 -0.90789 -0.40843
94 H -4.39436 -0.77120 0.87070
95 C 6.41568 3.57278 4.23341
96 C 5.50669 3.18720 3.07722
97 C 6.19951 3.38379 1.73827
98 O 4.32545 3.98370 3.11922
99 H 6.69892 4.62963 4.17370
100 H 5.89962 3.43788 5.19004
101 H 7.32683 2.96663 4.23827
102 H 5.20027 2.14085 3.18297
103 H 6.47504 4.43405 1.59004
104 H 5.52929 3.11414 0.91500
105 H 7.10420 2.77200 1.66825
106 H 4.58788 4.91463 3.02601

As for the total energy: -3285.1750 Ha. As for the SMILES: O=P(O)(O)[C@H](Cl)OCCNS(=O)(=O)F.CC(C)O.CC(C)O.CC(C)O.CC(C)O.CC(C)O.CC(C)O.CC(C)O. The orbital gap is 8.59 eV. For the HOMO energy, the calculation gives -9.899 eV.

Record 3
Molecular formula: C24H64ClN4O14
Method: DFT, ωB97M-V with the def2-TZVPD basis set

Element x y z (Å)
1 Cl 2.85673 -1.60495 -0.17350
2 O 3.51882 -0.42372 0.36129
3 O 2.13295 -1.09737 -1.25556
4 O 3.84665 -2.52141 -0.44887
5 O 1.89988 -2.15633 0.78170
6 C -5.24639 -10.81686 9.42500
7 O -4.33010 -9.72814 9.16928
8 C -4.83499 -8.39428 9.49321
9 C -3.78810 -7.37483 9.00815
10 N -3.77755 -7.19264 7.52556
11 C -2.45061 -6.55949 7.07140
12 C -2.41413 -6.56452 5.55734
13 O -2.27982 -7.96732 5.10919
14 C -2.94073 -8.17366 3.83548
15 H -4.63405 -11.70242 9.25497
16 H -6.08231 -10.76678 8.72725
17 H -5.66736 -10.77769 10.42966
18 H -4.90457 -8.34123 10.57970
19 H -5.86994 -8.35842 9.15308
20 H -2.76858 -7.56137 9.34559
21 H -3.92470 -6.42793 9.53045
22 H -3.86540 -8.12846 7.15591
23 H -1.57539 -7.11199 7.41320
24 H -2.44197 -5.50195 7.33531
25 H -1.51853 -6.07981 5.16868
26 H -3.23024 -5.97196 5.14389
27 H -3.94311 -7.74712 3.87291
28 H -3.12521 -9.22825 3.63081
29 H -2.40793 -7.80627 2.95841
30 C -3.64540 3.02521 7.28009
31 O -3.97816 2.05721 6.27801
32 C -2.82115 1.30326 5.74604
33 C -3.06859 0.44375 4.47117
34 N -3.82624 1.13461 3.42997
35 C -3.03940 1.83778 2.39245
36 C -3.89490 2.68899 1.41178
37 O -4.77366 3.40782 2.20113
38 C -5.62960 4.26920 1.44198
39 H -3.69964 2.61781 8.28963
40 H -4.30956 3.87795 7.13928
41 H -2.59459 3.31318 7.24920
42 H -2.48238 0.61769 6.52277
43 H -1.87621 1.84049 5.66509
44 H -3.58429 -0.49293 4.68282
45 H -2.15041 0.04641 4.03856
46 H -4.50336 1.79227 3.78929
47 H -2.15943 1.37445 1.94626
48 H -2.58372 2.63228 2.98341
49 H -4.30634 2.09705 0.59421
50 H -3.16814 3.34178 0.92828
51 H -6.15147 3.55307 0.80723
52 H -5.19675 4.91334 0.67659
53 H -6.31617 4.81422 2.08979
54 C 7.48544 7.72567 -4.39724
55 O 6.13763 7.34273 -4.07970
56 C 5.89522 5.94393 -4.29154
57 C 4.73542 5.57477 -3.24072
58 N 3.43814 5.86318 -3.69992
59 C 2.24324 5.07663 -3.25586
60 C 0.99561 5.67787 -3.81869
61 O 1.05594 6.02516 -5.18377
62 C 0.27862 5.37187 -6.23795
63 H 7.70775 8.79097 -4.33544
64 H 7.80786 7.41548 -5.39118
65 H 8.19450 7.20507 -3.75359
66 H 6.82454 5.43280 -4.04012
67 H 5.72585 5.69698 -5.33961
68 H 4.89288 6.03675 -2.26610
69 H 4.74542 4.49969 -3.06133
70 H 3.44897 6.18381 -4.65761
71 H 1.87731 5.06280 -2.22921
72 H 2.20618 4.01964 -3.51946
73 H 0.51020 6.43930 -3.20821
74 H 0.29726 4.84766 -3.71305
75 H 0.53014 4.31581 -6.33580
76 H 0.17953 5.89505 -7.18904
77 H -0.76371 5.36649 -5.91917
78 C 5.18058 0.85854 -7.79799
79 O 5.09777 0.81678 -9.21252
80 C 4.19219 1.99627 -9.57165
81 C 2.75308 2.12070 -8.93978
82 N 1.79627 1.14689 -9.49152
83 C 1.86496 -0.16059 -8.82086
84 C 1.30158 -0.10158 -7.39626
85 O -0.12770 0.05784 -7.26951
86 C -0.59000 0.27073 -5.99330
87 H 6.03455 0.28660 -7.43503
88 H 4.34885 0.33723 -7.32408
89 H 5.19998 1.87913 -7.41576
90 H 4.22602 2.02109 -10.66085
91 H 4.68458 2.96401 -9.47604
92 H 2.52685 3.12633 -9.29422
93 H 2.76914 2.25693 -7.85843
94 H 1.68024 1.24497 -10.49004
95 H 2.92884 -0.38650 -8.74862
96 H 1.30117 -0.86815 -9.42883
97 H 1.67479 0.77083 -6.85986
98 H 1.71086 -0.90958 -6.78987
99 H -0.57605 -0.70649 -5.51067
100 H -1.60767 0.65836 -5.94659
101 H -0.03681 0.95131 -5.34609
102 O 2.65442 -0.49679 5.29239
103 H 2.59004 -0.62835 4.34646
104 H 3.29959 -1.14226 5.58109
105 O 3.45023 -4.58653 4.87218
106 H 3.98668 -5.36570 4.72607
107 H 2.76127 -4.64188 4.20998

As for the total energy: -2684.8239 Ha. The total charge is -1. The orbital gap is 7.60 eV. For the HOMO energy, the calculation gives -5.562 eV.